Entry 1:
{"formula": "C48H39NO6", "method": "wB97M-V/def2-TZVPD", "elements": ["C", "C", "C", "H", "C", "O", "O", "C", "H", "C", "C", "C", "C", "H", "O", "C", "H", "C", "C", "C", "H", "C", "C", "C", "H", "C", "C", "O", "H", "C", "H", "C", "H", "N", "C", "C", "C", "C", "C", "C", "O", "H", "H", "H", "H", "C", "C", "H", "C", "C", "H", "H", "H", "H", "H", "C", "C", "H", "H", "C", "H", "H", "H", "H", "C", "C", "C", "C", "C", "C", "C", "C", "O", "H", "H", "C", "C", "H", "H", "C", "C", "H", "H", "H", "H", "H", "C", "H", "H", "H", "C", "H", "H", "C"], "positions_angstrom": [[5.826174, -2.963888, 1.700717], [-4.969443, -1.736563, 4.158885], [-3.400397, 0.534185, 4.408766], [0.794443, 2.735938, -8.158144], [-1.796282, 1.024998, 0.686085], [0.062810, 1.144042, -6.439314], [6.656327, -3.470524, -2.945053], [-0.569828, -2.312818, 1.485318], [2.428221, -2.084424, -5.008681], [-0.143041, 4.529743, -8.873688], [-2.100816, 5.210529, -7.652102], [0.254532, -1.031033, 4.012914], [-0.456122, 0.828250, 7.508628], [-5.666236, -2.563830, 4.203908], [-1.944399, -1.481487, 7.018086], [-3.182025, -0.550988, 5.249620], [-0.975341, 3.810344, 5.149767], [-2.020221, 4.082274, -6.853343], [5.398348, -2.936348, 0.379483], [-1.418635, 0.764459, 6.512655], [-4.511009, 1.311610, 2.745785], [8.125118, -3.024255, 0.953433], [-0.834600, 2.976154, 5.823563], [4.496694, -2.666937, -2.399481], [0.908513, -1.908081, 4.010228], [-2.160977, -0.514001, 6.322188], [4.064254, -2.607663, -3.717256], [-3.863094, 4.702467, -5.524471], [-2.460534, -0.518572, -2.745397], [-2.657887, 0.338345, -3.377263], [-1.574587, 1.786339, -0.071598], [7.673435, -3.083464, -0.355434], [-4.437739, 1.065265, -2.406531], [-0.682239, -0.881865, 1.711003], [-2.999499, 3.882550, -5.749588], [-5.151150, -0.662441, 3.295607], [-2.586306, 1.773992, 4.544248], [2.314247, -2.062933, -1.630448], [-0.816446, 1.950539, -6.228197], [-0.751663, -0.059810, 0.504366], [3.079972, -2.991467, 0.886195], [7.547424, -2.795812, 2.989193], [0.502370, -0.387142, 4.850007], [-0.334392, -0.035833, 8.149371], [0.654765, 3.978334, 6.930716], [-0.033895, 3.423338, -8.044771], [-1.715678, -2.894421, 0.679795], [0.660156, 4.797172, -9.548035], [-2.848427, 2.652853, -4.919983], [0.302259, -0.361237, 2.650949], [0.875891, -1.630617, -3.092910], [-5.924980, -0.651359, 2.536879], [-0.478228, -2.810312, 2.445411], [1.309197, -0.448627, 2.196374], [-1.992982, -2.360131, -0.227061], [0.101686, 3.050245, 6.849092], [7.173751, -2.908358, 1.977663], [-2.917304, 5.912880, -7.546444], [5.117319, -2.856951, 2.511512], [6.326078, -2.984694, -0.662106], [1.658872, -1.894905, -0.787562], [-1.782713, 1.412529, 1.701154], [-0.834830, -0.001181, -4.462078], [8.415770, -3.180776, -1.139458], [-1.794448, 1.762007, -5.120452], [-1.570966, 1.819554, 5.628465], [5.895705, -3.089190, -2.083682], [2.764801, -2.214782, -3.988612], [3.951004, -2.859973, 0.054727], [-3.975106, -1.683435, 5.130977], [-0.984056, 3.168356, -7.070825], [0.327715, 1.961085, 7.667598], [-2.723516, 2.702217, 3.773807], [-1.383644, 6.254604, -9.340054], [-1.440583, -3.900050, 0.345633], [-1.208796, 5.405559, -8.692005], [3.611170, -2.483634, -1.352284], [-4.539778, 3.114205, -3.654499], [0.369654, -2.505537, 0.930346], [1.912656, -1.915960, -2.946023], [-1.699506, 0.637374, -4.327657], [0.105099, 0.712090, 2.735340], [0.238675, 0.401072, 0.322930], [-2.621645, -2.997488, 1.283228], [-3.889523, -2.524445, 5.804551], [9.176711, -3.054419, 1.194002], [-3.722055, 2.439036, -3.868146], [4.769720, -2.760248, -4.522280], [-0.740304, -1.474307, 4.136385], [-2.829808, 0.721594, 0.498255], [-4.333297, 0.455764, 3.380399], [-0.855441, -0.668936, -0.393965], [1.105412, 1.936116, 8.419285], [-3.650544, 1.278186, -3.118568]], "forces_ev_per_a": [[-0.1, 0.8, 0.2], [-0.1, 0.3, 0.6], [0.4, 0.2, -0.4], [0.0, 0.0, 0.1], [-0.1, 0.2, -1.1], [0.1, 0.0, 0.0], [0.1, 0.0, 0.0], [0.7, 0.5, -1.0], [0.0, -0.1, 0.0], [0.1, 0.4, 0.5], [-0.5, 0.0, -0.6], [-0.2, -1.0, -0.5], [0.0, -0.1, 0.2], [0.1, -0.1, -0.4], [0.0, 0.0, 0.1], [-0.3, -0.3, 0.2], [-0.1, 0.0, 0.0], [0.2, -0.2, 0.2], [-0.1, -0.4, -0.2], [0.4, -0.5, 0.0], [0.2, 0.0, -0.1], [-1.1, 0.2, 0.2], [0.3, 0.1, 0.1], [0.6, -0.9, 0.0], [0.2, 0.2, 0.2], [0.0, 0.2, 0.2], [0.1, 0.7, -0.2], [0.0, -0.1, 0.0], [-0.5, -0.1, 0.0], [0.8, 0.6, 0.5], [-0.2, 0.4, 0.4], [1.0, 0.1, 0.0], [0.2, 0.1, 0.2], [-0.7, -0.3, 0.3], [0.0, 0.1, 0.0], [0.2, 0.2, -0.4], [0.1, 0.0, -0.4], [0.4, -0.2, 0.1], [-0.1, 0.1, 0.1], [0.7, -0.1, 0.6], [0.1, -0.2, 0.1], [-0.3, -0.1, 0.1], [0.1, 0.1, 0.0], [0.1, 0.0, 0.0], [0.1, -0.1, 0.2], [0.3, 0.0, -0.5], [-0.4, -0.7, 0.2], [-0.2, -0.3, -0.3], [0.2, 0.4, 0.2], [0.1, 0.4, -0.5], [0.1, 0.1, -0.4], [0.0, -0.2, 0.1], [-0.1, -0.2, 0.0], [0.0, 0.0, 0.2], [0.2, 0.3, 0.1], [0.0, 0.5, -0.7], [1.0, -0.3, -0.1], [0.0, -0.1, 0.3], [-0.2, -0.2, -0.1], [0.0, -0.5, 0.3], [-0.2, 0.0, -0.1], [0.2, 0.3, -0.1], [-0.1, -0.1, -0.1], [-0.3, 0.0, -0.2], [-0.3, 0.1, -0.4], [-0.4, 0.4, 0.2], [-0.1, 0.3, -0.3], [0.2, 0.1, -0.3], [0.1, 0.9, 0.0], [-0.5, -0.2, -0.5], [0.1, 0.1, 0.1], [-0.1, -0.5, 0.2], [0.0, 0.0, 0.1], [0.3, 0.0, 0.0], [0.0, 0.0, 0.1], [0.0, 0.0, 0.1], [-0.7, 0.0, 0.1], [0.2, 0.3, -0.2], [0.0, -0.2, 0.2], [-0.8, 0.0, 0.8], [0.4, -0.5, 0.1], [0.0, 0.0, 0.1], [-0.1, 0.2, 0.2], [0.0, 0.1, 0.0], [0.3, 0.1, 0.1], [0.1, 0.0, -0.1], [-0.7, -0.4, 0.1], [0.0, -0.2, 0.1], [0.0, 0.4, 0.3], [0.1, -0.4, 0.0], [-0.5, -0.1, 0.6], [-0.6, -0.1, 0.1], [0.0, 0.3, 0.0], [-0.3, -0.5, -0.2]], "mulliken_charge": [-0.5657, -0.5532, 0.4490, 0.4454, -0.8323, -0.6650, -0.6396, 0.2364, 0.4307, -0.6090, -0.5861, -1.4422, -0.4876, 0.4515, -0.6830, 0.5480, 0.4928, 0.2384, 0.4505, -0.0320, 0.5514, -0.5591, -0.6864, 0.3317, 0.3829, 0.5428, -0.6677, -0.6517, 0.4522, -0.5678, 0.4238, -0.4397, 0.4447, 0.5434, 0.5564, -0.6946, 0.4071, -0.1498, 0.4800, -0.6817, -0.6211, 0.3825, 0.3348, 0.4803, 0.3890, -0.4910, -1.3690, 0.3745, 0.3704, -0.4217, 0.4772, 0.4276, 0.4926, 0.2543, 0.1525, -0.5024, -0.4762, 0.4450, 0.4901, 0.1984, 0.3585, -0.0172, 0.5213, 0.4275, 0.2574, 0.7576, 0.3572, -0.6169, 0.3287, -0.7512, 0.2437, -0.6421, -0.7066, 0.3923, 0.4439, -0.4120, 0.0898, 0.4703, -0.3721, -0.5156, -0.5739, 0.4721, 0.2413, 0.3366, 0.4859, 0.4126, -0.7014, 0.4690, 0.3020, 0.1922, -0.6718, 0.3914, 0.4207, -0.4436], "energy_ha": -2358.74931, "e_homo_ev": -8.05, "homo_lumo_gap_ev": 7.0, "lumo_ev": -1.057, "total_charge": 0, "smiles": "O=C1c2ccccc2C(=O)c2ccccc21.O=C1c2ccccc2C(=O)c2ccccc21.O=C1c2ccccc2C(=O)c2ccccc21.CCN(CC)CC"}


Entry 2:
{"formula": "C48H40AsIIrO4P2S4Sb", "method": "wB97M-V/def2-TZVPD", "elements": ["C", "H", "H", "H", "H", "S", "H", "C", "C", "C", "C", "C", "H", "C", "C", "C", "C", "C", "H", "H", "C", "H", "C", "C", "S", "C", "P", "C", "C", "H", "O", "C", "P", "C", "C", "C", "H", "O", "H", "H", "C", "H", "H", "C", "C", "O", "H", "C", "C", "C", "H", "C", "H", "C", "H", "Ir", "H", "S", "H", "I", "H", "H", "H", "C", "C", "Sb", "C", "H", "As", "H", "H", "C", "H", "H", "H", "C", "H", "C", "O", "S", "H", "C", "C", "C", "C", "H", "C", "C", "C", "H", "H", "H", "C", "C", "C", "H", "H", "C", "C", "C", "H", "H"], "positions_angstrom": [[1.101061, 4.223764, -2.941794], [0.470160, 0.045544, -2.322980], [2.497461, -5.991065, 1.504521], [-2.667645, 1.216263, -3.082669], [3.661830, -3.981314, 0.748851], [2.880315, 1.354698, 7.164988], [6.611603, 3.764002, -0.227892], [-3.259278, 1.446547, -2.203634], [-6.184898, -1.727217, -1.822427], [-2.482968, -0.294328, 2.947653], [2.965880, 2.199901, -3.055968], [-0.682679, 5.504282, -1.939475], [-6.089341, -5.365379, -0.542894], [-4.937305, -3.644144, -1.094010], [0.600523, -4.997227, 1.825479], [6.450215, 0.481877, 0.562384], [3.524098, -1.371844, -2.149698], [-4.528113, 0.728689, -0.295279], [-5.329261, 2.285696, 0.940144], [-8.262454, -4.282401, -1.021081], [0.515502, -2.629279, 1.353419], [0.050759, -1.906987, -3.750470], [1.960217, -2.607894, 1.005048], [6.213267, 2.762044, -0.136462], [3.604912, 2.318032, 3.405847], [-2.405946, -1.799091, -0.135553], [2.591947, 0.937487, -0.706081], [1.200652, 3.325837, -1.827494], [0.275582, 3.609564, -0.761321], [-3.994207, -4.137064, -0.885047], [4.748994, 3.171302, 3.351734], [2.493830, -0.484828, -1.859661], [-0.187661, -0.973924, 1.475457], [1.942851, 4.082723, -4.070744], [2.864152, 3.088637, -4.135950], [-0.097963, -3.781166, 1.761851], [3.706345, 1.410805, -3.119269], [4.017904, 0.926323, 4.052697], [-1.800935, 0.234144, 0.249259], [0.008938, -2.290772, 4.067951], [1.971916, -5.045141, 1.465438], [-2.808495, 0.262116, 2.076961], [-6.223998, -0.704722, -2.178438], [1.025008, -1.773660, -3.295821], [0.165599, 5.287637, -2.972116], [3.116073, 1.943371, 2.039119], [0.095300, -5.894158, 2.155898], [-0.617142, 4.646605, -0.825865], [-2.863472, -0.928516, 5.237100], [-1.336708, -0.741325, 0.092013], [-3.163563, -1.780839, 0.649508], [-1.308577, -1.043518, 2.917775], [2.139686, -2.129905, 0.038395], [-6.120353, -4.344178, -0.901054], [1.878948, -3.542049, -4.173910], [1.476693, 0.526791, 1.685267], [8.002275, 1.953901, 0.730651], [2.769536, -1.384237, 2.176717], [-1.294602, 4.825128, -0.001703], [-0.021422, 2.680386, 1.105578], [7.034026, -0.308910, 1.015574], [-1.133238, -3.755247, 2.085077], [-4.945747, -0.064358, 0.316033], [3.297843, -2.468542, -2.976898], [-4.216539, 3.077675, -0.719391], [2.727962, -0.040609, 5.268980], [-3.478088, 2.776247, -1.852250], [4.508195, -1.221912, -1.727488], [-3.266084, -1.419484, -1.871013], [-3.465849, -0.882844, 6.134967], [1.828134, 4.791476, -4.881994], [-0.916699, -1.725602, 4.070584], [-8.315952, -1.952003, -1.849131], [-0.706203, -0.615316, -0.785326], [3.511245, 2.973549, -4.995126], [4.365992, 1.228980, -0.404305], [4.107705, -3.157631, -3.180428], [-3.255397, -0.237480, 4.100534], [2.497603, 2.817489, 4.240359], [0.788434, 0.923760, 4.225376], [0.153220, 5.927043, -3.846205], [2.624353, -3.930781, 1.055869], [-7.339455, -3.737418, -1.170619], [2.050053, -2.682585, -3.538894], [-3.775902, 0.415207, -1.428621], [4.717915, -0.746623, 0.377047], [-4.745877, 2.051671, 0.058061], [-4.959492, -2.327306, -1.549161], [2.189750, 2.282000, -1.925732], [-4.387462, 4.110304, -0.441786], [-1.982427, -2.804138, -0.174613], [-4.163103, 0.352499, 4.107524], [5.144345, 0.226121, 0.172709], [6.990340, 1.749294, 0.406200], [-1.692248, -1.673013, 5.219441], [-1.395601, 6.317742, -1.954474], [-1.374734, -2.207043, 6.105998], [4.912573, 2.503969, -0.538987], [-7.368519, -2.429830, -1.633723], [1.254014, -0.688453, -2.469194], [-3.065789, 3.570722, -2.461381], [4.315660, 3.315457, -0.934537]], "forces_ev_per_a": [[0.0, 0.0, -0.1], [-0.1, 0.0, 0.0], [0.0, 0.0, 0.0], [0.0, 0.0, 0.0], [0.0, 0.0, 0.0], [0.0, 0.1, 0.0], [0.0, 0.0, 0.0], [0.0, 0.1, 0.0], [0.0, -0.1, 0.0], [0.0, 0.0, 0.0], [0.1, 0.0, -0.1], [-0.1, -0.1, 0.2], [0.0, 0.0, 0.0], [-0.1, 0.0, 0.0], [0.1, 0.0, 0.0], [0.0, 0.0, 0.0], [0.0, -0.1, 0.1], [0.0, 0.1, 0.0], [0.0, 0.0, 0.0], [0.0, 0.0, 0.0], [0.0, 0.0, 0.0], [0.0, 0.0, 0.0], [0.1, 0.1, 0.1], [0.0, 0.0, 0.0], [-0.4, 0.0, 0.0], [0.0, 0.0, 0.1], [-0.1, -0.1, 0.2], [-0.1, 0.0, 0.1], [0.0, 0.0, -0.1], [0.0, 0.0, 0.0], [0.0, -0.3, -0.1], [0.0, 0.1, -0.1], [0.1, 0.0, 0.2], [-0.1, 0.0, 0.0], [0.0, -0.1, 0.1], [-0.1, -0.1, 0.0], [0.0, 0.0, 0.0], [-0.1, 0.2, 0.1], [0.0, 0.1, 0.0], [0.0, 0.0, 0.0], [-0.1, 0.0, 0.0], [0.0, 0.0, 0.0], [0.0, 0.0, 0.0], [0.0, 0.0, 0.0], [0.1, 0.0, -0.1], [0.0, 0.0, 0.4], [0.0, 0.0, 0.0], [0.0, 0.1, -0.2], [0.0, 0.0, 0.0], [-0.1, 0.0, -0.1], [0.0, 0.0, 0.0], [0.0, 0.0, 0.0], [-0.1, -0.1, -0.1], [0.0, 0.0, 0.0], [0.0, 0.0, 0.0], [0.1, 0.0, -0.4], [0.0, 0.0, 0.0], [0.0, 0.1, 0.1], [0.0, 0.0, 0.0], [0.1, -0.2, 0.3], [0.0, 0.0, 0.0], [0.0, 0.0, 0.0], [0.0, 0.0, 0.0], [0.0, 0.0, 0.0], [0.0, 0.0, 0.0], [0.2, 0.0, -0.2], [0.0, -0.1, 0.0], [0.0, 0.0, 0.0], [0.0, 0.0, -0.2], [0.0, 0.0, 0.0], [0.0, 0.0, 0.0], [0.0, 0.0, 0.0], [0.0, 0.0, 0.0], [0.1, -0.1, -0.1], [0.0, 0.0, 0.0], [0.0, 0.1, 0.0], [0.0, 0.0, 0.0], [0.0, 0.0, 0.0], [0.2, -0.1, -0.2], [0.0, 0.1, 0.2], [0.0, 0.0, 0.0], [0.0, 0.0, 0.0], [0.0, 0.0, 0.0], [0.0, 0.0, 0.0], [0.0, 0.0, 0.1], [0.0, 0.0, 0.0], [0.0, 0.0, 0.0], [0.0, 0.0, 0.1], [-0.2, 0.0, 0.2], [0.0, 0.0, 0.0], [0.0, 0.0, 0.0], [0.0, 0.0, 0.0], [0.0, 0.0, 0.0], [0.0, 0.0, 0.0], [0.0, 0.0, 0.0], [0.0, 0.0, 0.0], [0.0, 0.0, 0.0], [0.0, 0.0, 0.0], [0.0, 0.0, 0.0], [0.0, 0.0, 0.0], [0.0, 0.0, 0.0], [0.0, 0.0, 0.0]], "lowdin_spin": [-0.0003, 0.0003, -0.0054, 0.0000, 0.0108, 0.8715, -0.0002, 0.0002, 0.0000, 0.0008, 0.0062, 0.0002, 0.0000, 0.0000, 0.2948, -0.0005, 0.0062, 0.0002, 0.0000, 0.0000, 0.2247, -0.0002, 0.0610, -0.0005, 0.0134, 0.0010, 0.0919, 0.0004, -0.0018, 0.0000, 0.0155, 0.0051, 0.0298, -0.0008, 0.0020, 0.0070, 0.0013, 0.0094, 0.0008, 0.0016, 0.0130, -0.0002, 0.0000, -0.0002, -0.0001, 0.0058, 0.0181, 0.0009, -0.0016, 0.0104, 0.0001, 0.0314, 0.0257, 0.0000, 0.0003, 0.6934, 0.0004, 0.1096, 0.0009, 0.0192, -0.0002, -0.0045, 0.0000, 0.0000, 0.0002, 0.0819, 0.0001, 0.0004, -0.0001, -0.0002, 0.0000, 0.0287, 0.0000, 0.0001, 0.0002, 0.0053, -0.0001, 0.0060, 0.1633, 0.8735, 0.0000, 0.2030, 0.0000, 0.0055, 0.0002, 0.0014, 0.0000, 0.0000, 0.0224, 0.0000, 0.0003, 0.0005, 0.0071, 0.0069, 0.0131, 0.0000, 0.0002, 0.0066, 0.0000, 0.0045, 0.0000, 0.0003], "e_above_lowest_kj_mol": 84.4, "energy_ha": -7307.57558, "e_homo_ev": [-5.98, -7.43], "homo_lumo_gap_ev": [5.7, 5.4], "lumo_ev": [-0.234, -2.070], "spin_multiplicity": 5, "total_charge": 0}